# 1
68
Properties=species:S:1:pos:R:3 method="wB97M-V/def2-TZVPD" total_charge=+4 spin_multiplicity=4 gap_ev="6.08 / 2.11" lumo_ha="-0.4671 / -0.6288" relative_energy_kcal_mol=76.8 total_energy_ha=-2484.872066
H -3.34 -2.66 -0.99
H -6.05 2.47 -0.13
C -1.97 -1.83 1.85
N 4.81 -3.91 -0.49
H 1.24 2.31 2.45
C -2.95 -1.65 -0.80
C -5.12 2.19 0.36
P 1.91 1.40 0.27
C 2.18 2.02 1.97
H 3.96 1.45 -1.04
C 1.71 2.97 -0.66
H -1.13 -1.90 2.54
H 4.26 1.18 0.70
H 2.21 2.90 -1.63
H 1.32 -3.18 2.11
H -1.73 1.27 2.03
N 2.97 -4.03 1.00
H 0.28 2.49 4.29
H 2.98 -1.29 -2.39
C -0.65 2.77 3.79
H 4.94 -3.78 -1.48
H 0.38 -2.63 -2.73
P -1.37 -1.79 0.13
H 0.20 4.33 2.62
H 2.17 3.77 -0.07
H 2.68 1.23 2.55
H -0.79 1.21 -3.57
H -2.82 -1.12 -1.74
C -3.82 1.78 2.36
H 0.72 2.07 -3.18
H 0.64 3.21 -0.81
H -0.68 -4.04 0.81
H 0.24 -1.68 -4.25
C -0.01 -1.70 -3.18
H -3.68 -1.10 -0.19
C -5.02 2.15 1.75
H -2.63 -2.70 2.00
N 2.02 -2.16 0.39
H -1.54 2.21 4.09
C 2.50 -0.49 -2.97
C -4.01 1.90 -0.43
H 3.09 0.43 -2.85
H -1.62 4.03 2.37
Tc 0.13 -0.06 -0.29
H 4.86 -4.89 -0.21
H -0.16 -3.71 -0.86
S -1.41 1.49 -0.88
H -1.10 -1.68 -3.04
H 0.69 0.89 -4.52
P 0.78 -0.25 -2.40
N 3.09 -2.28 -0.41
H 3.72 -0.18 -0.31
N 3.54 -3.49 -0.12
C -0.98 -3.57 -0.14
H 2.47 -0.75 -4.04
H -3.75 1.74 3.45
H 1.38 -1.31 0.31
H -1.87 -4.09 -0.52
C 3.63 0.91 -0.15
C 0.30 1.12 -3.52
C 2.01 -3.15 1.28
C -2.79 1.59 0.20
H -4.01 1.93 -1.51
H 2.84 2.90 1.92
C -0.70 3.75 2.88
H -2.53 -0.92 2.07
H -5.89 2.40 2.36
C -2.70 1.49 1.59


# 2
74
Properties=species:S:1:pos:R:3 method="wB97M-V/def2-TZVPD" total_charge=0 spin_multiplicity=1 gap_ev=7.02 lumo_ha=-0.0403 relative_energy_kcal_mol=7.6 total_energy_ha=-2705.400999
C 0.45 -3.68 -0.90
C 1.16 -4.82 1.46
H 2.27 3.29 1.24
H 0.84 4.16 -5.14
N -0.74 -3.28 -4.45
C -1.91 3.38 -0.55
C 1.95 4.76 2.76
H -5.74 3.92 -1.02
H -4.90 2.20 0.52
C 1.74 -3.05 3.72
H 0.05 2.83 -3.25
C 1.45 5.83 -3.93
C 0.02 -3.03 -2.20
C -0.18 5.87 2.73
O -1.08 1.53 1.74
C 1.12 -3.44 1.29
P -0.05 3.21 -0.43
H 1.44 -5.24 2.41
C 1.51 -0.44 3.35
C -4.67 3.77 -0.91
H 1.13 5.99 -0.57
H -1.16 -1.50 -5.42
H 0.47 -10.03 -1.17
C -4.20 2.80 -0.05
C 0.91 4.57 -4.14
H 2.93 4.61 3.19
C 1.54 6.32 -2.64
C -2.41 4.37 -1.41
H 1.98 -0.33 5.44
C 0.85 -7.15 0.56
C 1.07 5.58 -1.56
Rb -0.01 -0.11 0.05
N 1.32 -1.22 2.30
H 0.43 -7.63 -1.52
C -3.77 4.57 -1.59
H 1.30 -9.61 2.83
C -2.84 2.59 0.14
H -4.10 5.35 -2.26
N -0.03 -1.71 -2.28
H -0.51 -0.09 -3.48
C -0.33 -3.81 -3.31
C 1.10 -7.76 1.79
H -1.72 5.01 -1.94
C 1.07 5.69 3.30
H 1.96 7.30 -2.46
C -0.55 5.13 1.61
C 0.33 4.20 1.06
C 1.41 -2.53 2.46
N 1.96 -2.29 4.78
H 1.28 -7.19 2.69
C 0.83 -5.66 0.41
N 0.79 -2.89 0.13
H 1.36 6.27 4.17
C -0.81 -1.96 -4.51
C 0.65 -9.37 -0.32
H 1.81 6.41 -4.76
C 0.46 -5.06 -0.79
H -1.53 5.28 1.18
O -3.45 1.39 2.35
H 1.38 0.63 3.22
C -0.45 -1.17 -3.42
H -0.88 6.58 3.15
C 0.52 4.32 -1.76
H 0.18 -5.67 -1.63
S -2.46 1.26 1.31
H -0.28 -4.89 -3.28
C 0.62 -8.00 -0.52
N 0.89 -9.95 0.85
C 0.46 3.82 -3.07
H 1.84 -4.12 3.88
C 1.11 -9.14 1.87
C 1.83 -0.98 4.59
O -2.56 0.03 0.52
C 1.57 4.02 1.65


# 3
95
Properties=species:S:1:pos:R:3 method="wB97M-V/def2-TZVPD" total_charge=0 spin_multiplicity=1 gap_ev=5.65 lumo_ha=-0.0304 relative_energy_kcal_mol=45.2 total_energy_ha=-6517.711483
H -2.12 -2.60 -4.46
H -2.17 -7.22 -2.41
Si -1.84 1.59 -2.90
C 1.88 -3.45 0.76
C 2.24 -1.32 2.77
C -2.24 -4.08 1.93
C 3.77 0.85 5.41
H -1.46 -2.45 4.82
C 1.88 3.93 -1.13
H 2.37 4.61 1.78
H -2.52 -6.85 -4.94
O -0.55 -0.51 3.19
N -1.94 -4.94 -0.70
H 3.24 1.75 -3.94
C 2.69 2.18 3.71
N -1.96 3.09 -0.32
C -1.20 -1.66 2.83
H -3.83 0.57 -1.89
C -2.15 -6.23 -2.87
C -0.56 6.33 1.86
C 1.49 -3.85 -1.62
C 2.86 2.43 -3.18
H 1.33 4.54 -0.42
H 4.31 0.80 6.36
O 2.32 -0.20 -3.16
H 3.53 -1.32 5.07
H -2.39 -1.94 -1.71
H -2.58 -5.07 1.58
C -2.29 -4.75 -4.82
C 2.97 3.81 -3.29
O -1.21 1.13 -1.29
C -0.37 -0.32 4.60
N 1.89 -1.08 1.46
H 1.45 -2.12 -2.91
H 3.42 4.29 -4.16
H -1.37 -0.78 -3.39
C -2.01 -5.10 -2.04
H -1.35 -0.74 -0.24
C -1.33 3.29 -3.42
H -1.89 3.51 -4.35
Y 0.93 1.10 1.00
C 1.64 -4.34 -0.27
N 2.45 1.10 2.96
H -0.23 3.36 -3.68
I -2.14 2.45 3.07
H 2.27 3.14 3.39
C 3.36 -0.29 4.72
C 3.44 2.08 4.87
H -2.37 5.42 2.63
C -3.64 1.46 -2.51
H 2.50 5.64 -2.21
H -1.34 -0.25 5.12
N -2.05 -2.90 -1.60
C 2.29 1.85 -2.05
C -1.18 2.06 -0.29
H 0.14 0.62 4.75
H 3.72 3.02 5.38
Br -2.72 -4.99 4.62
C -2.33 -6.04 -4.23
O 2.17 -2.41 3.39
H -0.17 0.29 -4.22
N 1.67 -0.20 -0.93
C 1.30 4.83 1.95
C -1.33 5.30 2.39
C -1.40 -1.86 1.44
O -0.94 -0.82 0.65
C 1.53 -2.46 -1.88
H -1.88 0.13 -4.85
H -4.22 1.31 -3.45
C -2.16 -3.81 3.29
H 1.50 6.88 1.50
H -1.00 7.24 1.50
C -0.79 4.01 2.49
Cl 1.24 -4.90 -2.95
C -2.06 -3.81 -2.67
H -4.01 2.37 -2.01
C 2.12 0.40 -2.09
H 2.02 -3.79 1.77
C -1.62 -2.60 3.75
H -1.43 3.99 -0.30
C -1.86 -3.12 0.97
C -2.16 -3.62 -4.04
H 0.20 -1.16 5.00
H -2.45 -4.68 -5.88
C 1.85 -2.06 0.52
Cl 1.51 -6.02 0.14
C 1.69 -1.55 -0.83
N 0.50 3.75 2.17
C 0.81 6.09 1.76
C 2.45 4.55 -2.23
H -1.59 4.08 -2.70
C -1.24 0.20 -3.92
C 2.73 -0.14 3.48
N 1.89 2.58 -0.98
C -1.93 -3.63 -0.43


# 4
13
Properties=species:S:1:pos:R:3 method="wB97M-V/def2-TZVPD" total_charge=0 spin_multiplicity=1 gap_ev=9.48 lumo_ha=0.0251 relative_energy_kcal_mol=61.5 total_energy_ha=-704.581544
H -1.85 1.50 -0.88
O -2.77 -0.15 1.02
H -0.22 -0.81 2.19
S -1.74 -0.80 0.19
H 0.41 -1.88 1.04
H 1.06 1.21 -1.09
C 0.80 0.17 0.76
H 1.88 -0.01 0.79
C -1.12 0.59 -0.90
O 0.39 1.45 0.91
C 0.26 0.95 -0.38
H -1.15 0.19 -1.92
C -0.05 -0.96 1.19


# 5
22
Properties=species:S:1:pos:R:3 method="wB97M-V/def2-TZVPD" smiles="C=CC(N)N.CNN" total_charge=0 spin_multiplicity=1 gap_ev=7.99 lumo_ha=0.0321 relative_energy_kcal_mol=85.2 total_energy_ha=-379.697995
H -1.81 -0.17 -0.01
H -1.61 -2.21 1.28
N -1.09 -0.88 -0.23
H -0.29 0.07 -1.76
H 2.21 -1.49 0.78
H 0.27 -0.34 1.70
H 0.47 2.75 -1.25
H -0.90 1.68 0.38
H 1.97 -0.68 -0.84
H -2.34 -2.61 -0.30
C -1.44 -2.23 0.20
H -1.56 -0.91 -2.20
N 0.58 1.76 -1.05
H 1.77 2.11 1.45
C 0.17 1.49 0.32
N -0.73 -0.84 -1.61
C 1.65 -0.78 0.19
N 0.82 2.41 1.27
C 0.58 -0.17 0.68
H 0.33 2.39 2.16
H -0.60 -2.87 -0.02
H 1.56 1.54 -1.15


# 6
81
Properties=species:S:1:pos:R:3 method="wB97M-V/def2-TZVPD" total_charge=-2 spin_multiplicity=3 gap_ev="3.32 / 4.77" lumo_ha="0.1280 / 0.1279" relative_energy_kcal_mol=30.2 total_energy_ha=-10048.309310
N -1.88 1.39 2.21
C 1.52 -0.93 -2.75
H 1.13 -1.23 4.37
H -3.51 -0.65 2.82
H 4.96 -3.50 0.41
S -0.54 1.11 -1.81
O -3.81 5.25 0.50
H -4.91 -1.34 -0.62
H 2.16 1.69 -4.83
C -3.22 -4.81 1.10
N 0.26 2.14 -4.10
H -0.44 -3.18 1.16
H -6.07 -2.68 -0.79
H 1.03 -1.35 -5.34
O -1.54 4.95 -0.64
S 2.91 2.16 -1.04
H -0.52 -1.25 -4.46
C -0.60 3.28 -3.76
H 5.87 0.45 1.87
C -2.14 -1.89 3.90
C -4.45 -4.31 0.89
O -5.01 4.25 2.05
Ti 0.90 2.04 0.22
H 2.14 -0.40 -2.03
C 4.85 -2.43 0.26
C -2.95 3.23 1.47
C 3.03 -0.84 0.85
H -2.90 -2.64 4.12
S 3.02 5.58 0.29
N 1.03 0.01 -3.75
H -2.89 5.17 -0.01
C -1.65 3.11 0.86
S 1.37 -0.51 0.73
C -0.87 -4.01 0.61
H -0.17 3.89 -2.96
H 3.59 0.91 1.67
C -2.97 -2.84 0.04
C 1.45 2.50 -4.87
C 0.31 1.10 -3.25
H 5.49 -1.99 2.27
C 5.35 -0.17 1.13
H 6.76 -1.81 1.04
H 0.48 0.84 3.21
N 3.93 0.00 1.33
N -2.32 -3.90 0.59
C -0.98 3.96 -0.09
C -5.36 -2.19 -0.12
S 2.07 2.63 2.22
C 0.33 -0.67 -4.84
H -0.60 -4.96 1.06
H -1.56 2.91 -3.42
H 0.71 -1.43 -2.21
H -0.49 -3.95 -0.41
H 1.91 3.40 -4.43
H 1.19 2.71 -5.91
C -2.50 -0.76 3.18
H 2.74 -2.61 -0.01
H 2.13 -1.68 -3.25
H -0.03 0.06 -5.56
S 5.41 3.25 1.26
C -4.00 4.29 1.36
Se -2.18 -1.41 -0.80
N -4.30 -3.10 0.24
H -5.89 -1.84 0.77
H 5.64 0.22 0.15
C -1.55 0.23 2.92
N -1.00 2.00 1.33
C -0.25 0.06 3.37
H 5.17 -2.19 -0.76
C -3.04 2.14 2.29
C 5.70 -1.65 1.25
H -5.42 -4.71 1.15
As 3.38 3.54 0.65
C -0.83 -2.09 4.31
H -0.73 3.89 -4.65
O 0.26 3.63 -0.35
H -0.55 -3.00 4.82
C 0.11 -1.10 4.04
N 3.45 -2.08 0.47
H -2.90 -5.72 1.58
Cl -4.27 1.82 3.43


# 7
18
Properties=species:S:1:pos:R:3 method="wB97M-V/def2-TZVPD" total_charge=-1 spin_multiplicity=2 gap_ev="2.10 / 8.83" lumo_ha="0.1193 / 0.1135" relative_energy_kcal_mol=37.7 total_energy_ha=-327.014922
C -0.20 0.84 0.23
H 1.40 -4.36 5.60
C -0.02 0.59 -1.07
H 0.51 -0.34 -1.28
H 0.20 2.06 -4.23
C -0.37 1.36 -2.29
C 0.33 -0.09 1.25
H 0.37 -4.62 4.57
H 1.30 -0.54 1.05
H -1.92 2.15 -1.28
H -0.38 -0.90 1.47
H -2.07 2.41 -3.00
N -1.62 1.98 -2.22
C 0.42 1.46 -3.36
H 1.39 0.98 -3.41
H 0.46 0.41 2.21
O 0.94 -5.12 5.19
H -0.74 1.72 0.57


# 8
12
Properties=species:S:1:pos:R:3 method="wB97M-V/def2-TZVPD" total_charge=0 spin_multiplicity=1 gap_ev=10.21 lumo_ha=0.0082 relative_energy_kcal_mol=108.2 total_energy_ha=-360.497041
H -0.68 -0.79 -1.47
O 0.32 1.93 0.34
O -0.74 -0.46 2.93
H 0.53 1.34 -1.70
C 1.30 1.09 0.39
N -0.89 -0.80 0.58
C -0.83 -0.07 -0.66
H 2.06 -1.53 -0.50
C -0.80 -0.55 1.76
C 0.30 0.93 -0.72
H -1.79 0.43 -0.84
H 1.42 -1.82 -0.26


# 9
22
Properties=species:S:1:pos:R:3 method="wB97M-V/def2-TZVPD" total_charge=0 spin_multiplicity=2 gap_ev="2.60 / 10.51" lumo_ha="0.0075 / 0.0026" relative_energy_kcal_mol=23.3 total_energy_ha=-511.626612
H 0.83 0.26 3.38
H 0.95 -1.61 -3.53
H 2.65 -0.81 0.66
H -2.41 -0.58 -0.08
N 0.11 0.77 -1.47
H 2.83 -0.29 -0.72
H 0.97 1.26 -1.33
N -1.94 -0.03 -0.80
H -0.79 0.32 1.54
H 2.05 -0.66 -3.17
H 0.40 1.34 0.87
O 2.13 -0.39 -0.05
O -2.70 -0.90 1.62
H -2.32 0.04 -1.72
C -0.74 0.49 -0.50
H -3.24 -0.28 2.14
N -0.49 0.89 0.75
O 1.15 -0.67 -3.50
H -0.09 0.43 -2.40
H 1.71 1.36 3.32
O 1.45 0.68 2.73
H -2.52 -1.61 2.25


# 10
15
Properties=species:S:1:pos:R:3 method="wB97M-V/def2-TZVPD" total_charge=0 spin_multiplicity=1 gap_ev=7.65 lumo_ha=0.0367 relative_energy_kcal_mol=91.4 total_energy_ha=-250.521267
C 1.92 -0.76 0.52
H -1.16 1.18 -1.10
C 0.80 -0.07 -1.44
C -1.51 0.48 -0.33
H -0.73 -1.33 0.99
C -0.51 -0.39 0.46
H 2.76 -1.10 -0.08
H -2.47 0.05 -0.58
H -0.52 1.73 1.22
H 1.99 -0.68 1.59
H 1.71 0.30 -1.87
H -0.01 -0.46 -2.03
N 0.82 -0.39 -0.14
H -1.87 0.64 1.82
C -1.12 0.84 1.06


# 11
52
Properties=species:S:1:pos:R:3 method="wB97M-V/def2-TZVPD" total_charge=+2 spin_multiplicity=1 gap_ev=6.45 lumo_ha=-0.2528 relative_energy_kcal_mol=25.3 total_energy_ha=-10116.617172
H 2.37 0.47 -2.18
H 4.45 -3.05 0.49
As -3.58 1.22 -4.05
N -0.22 -1.86 -0.95
H -0.23 -5.32 -3.86
C 2.83 -1.68 0.24
H -0.75 5.19 2.64
H -1.60 2.94 -0.58
S 1.22 2.16 -0.21
H 5.58 -2.31 -1.61
C 4.65 -1.86 -1.30
H -3.26 1.41 2.92
C -1.02 -4.02 -0.29
C -0.19 -3.63 -2.55
S -2.10 -0.26 -3.09
C -1.73 4.66 0.75
Re 0.14 -0.29 -0.39
N 0.53 4.30 1.22
C -2.20 1.20 2.91
H -1.69 -6.01 0.11
N -1.18 3.40 0.21
C -0.05 1.11 3.93
C 0.45 0.51 2.78
C -0.48 -3.17 -1.26
Se 1.98 -2.16 1.88
N 2.25 -0.73 -0.50
C 4.02 -2.28 -0.14
C -0.44 -4.95 -2.86
S -2.97 3.20 -3.29
H -2.02 5.32 -0.07
C 0.13 3.31 0.43
H 1.49 4.41 1.51
H -2.25 0.38 0.93
C -1.27 -5.34 -0.62
N -0.32 0.31 1.69
C -0.55 5.22 1.57
H -1.78 1.93 4.89
C -0.98 -5.80 -1.90
Se 2.27 -0.07 2.83
C 4.07 -0.84 -2.03
H -0.30 6.24 1.29
C -1.64 0.61 1.79
H 0.61 1.23 4.78
H 4.54 -0.46 -2.93
C 2.87 -0.31 -1.62
H -2.61 4.46 1.37
H -1.18 -6.83 -2.15
C -1.38 1.48 3.99
S -4.50 2.16 -2.26
H 0.22 -2.94 -3.29
S -0.98 0.97 -1.86
H -1.25 -3.63 0.69